Record 1
53
Properties=species:S:1:pos:R:3:forces:R:3 method="wB97M-V/def2-TZVPD" lumo_energy_ev=1.6 homo_ev=-4.608 charge=-1
Sr -2.095087 0.983065 2.141789 -1.9 0.4 -2.0
S -4.726166 -0.067807 2.138285 -0.2 0.1 -0.2
C -5.025842 0.948142 0.744585 0.1 -0.1 0.0
S -3.885682 2.147233 0.208939 -0.4 0.3 0.2
C -6.185633 0.755153 -0.004548 -0.2 -0.1 -0.2
C -6.397663 1.448098 -1.245166 0.0 -0.2 0.3
N -6.588062 1.950147 -2.267886 0.0 0.0 0.0
C -7.202213 -0.188595 0.367365 0.3 0.2 -0.1
N -8.048916 -0.929738 0.622229 0.0 0.0 0.0
O -0.749605 -0.390311 3.412860 0.9 -0.2 0.7
C -0.053011 0.650689 3.603668 0.3 0.0 0.3
O -0.547732 1.819101 3.650257 0.8 -0.3 0.6
C 1.444512 0.510506 3.508440 0.0 0.0 -0.2
P 1.776941 0.495200 1.672578 0.1 0.0 0.0
C 3.611160 0.600617 1.693440 0.0 0.0 0.1
C 4.455389 -0.471771 1.418772 0.1 0.0 0.0
C 5.836238 -0.314631 1.471342 -0.1 0.0 0.0
C 6.388973 0.913823 1.800306 0.0 0.0 0.0
C 5.555228 1.995676 2.060115 0.0 0.0 0.0
C 4.178882 1.839914 1.997610 0.0 0.0 0.0
C 1.519723 -1.244341 1.171289 -0.1 0.0 0.0
C 1.328220 -2.319949 2.034305 0.0 0.0 0.0
C 1.106405 -3.595866 1.533527 0.0 0.0 0.0
C 1.071425 -3.814266 0.162754 0.0 0.0 0.0
C 1.263780 -2.751263 -0.709012 0.0 0.0 0.0
C 1.481644 -1.477045 -0.203714 0.0 -0.1 0.0
H 1.810669 -0.389992 3.995709 0.1 0.0 0.1
H 1.927964 1.400193 3.906224 0.1 0.0 0.0
H 4.035058 -1.435666 1.160994 0.0 0.0 0.0
H 6.479384 -1.158675 1.253693 0.0 0.0 0.0
H 7.464345 1.031719 1.848744 0.0 0.0 0.0
H 5.977974 2.963240 2.301236 0.0 0.0 0.0
H 3.533521 2.692996 2.181807 0.0 0.0 0.0
H 1.320433 -2.168762 3.104189 0.0 0.0 0.0
H 0.949296 -4.419690 2.218606 0.0 0.0 0.0
H 0.884419 -4.808339 -0.224131 0.0 0.0 0.0
H 1.230622 -2.906982 -1.780087 0.0 0.0 0.0
H 1.627226 -0.650845 -0.890802 -0.1 0.0 0.0
N -3.033380 0.780347 -5.627738 0.0 0.1 -0.1
C -1.756339 0.744086 -5.231013 0.0 0.1 0.3
S -0.487674 0.740586 -6.287792 -0.1 0.0 0.1
C -1.591672 0.688538 -3.738685 0.1 -0.1 -0.4
C -0.458332 1.201280 -3.124095 0.0 0.1 0.0
C -0.368407 1.132615 -1.743586 -0.1 0.0 0.0
N -1.306136 0.580164 -0.975854 0.2 -0.2 0.4
C -2.382911 0.072576 -1.571499 0.1 0.0 0.1
C -2.567648 0.109727 -2.941890 -0.1 -0.1 0.0
H -3.222362 0.841205 -6.613319 0.0 0.0 0.0
H -3.783103 0.945165 -4.975066 0.0 0.0 0.0
H 0.320650 1.661274 -3.716239 0.0 0.0 0.0
H 0.489622 1.551152 -1.227130 0.0 0.0 0.0
H -3.139157 -0.363864 -0.931194 0.0 0.0 0.0
H -3.466945 -0.325851 -3.355210 0.0 0.0 0.0

***

Record 2
81
Properties=species:S:1:pos:R:3:forces:R:3 method="wB97M-V/def2-TZVPD" lumo_energy_ev=-8.4 homo_ev=-12.342 charge=+2
Ir 0.680269 -0.428242 -1.043518 0.1 0.4 -0.5
C 2.085558 -1.669579 1.934365 0.0 0.1 0.0
C 1.711059 -1.791259 0.497308 0.2 -0.1 -0.2
C 2.603496 -1.396357 -0.526026 -0.1 -0.1 0.2
C 2.332349 -1.655753 -1.901103 -0.1 0.0 -0.1
C 3.296995 -1.266432 -2.974489 0.0 0.0 0.1
C 1.108382 -2.290445 -2.240549 -0.2 0.0 0.1
C 0.124112 -2.585520 -1.272591 0.2 -0.2 0.1
C -1.200638 -3.194531 -1.625910 0.0 0.0 0.0
C 0.441719 -2.279968 0.088977 0.0 -0.1 0.1
H 2.740476 -2.517299 2.160253 0.0 0.0 0.0
H 1.223433 -1.716022 2.593784 0.0 0.0 0.0
H 2.642333 -0.754088 2.126282 0.0 0.0 0.0
H 3.508471 -0.864099 -0.260963 0.0 0.0 0.0
H 3.884540 -2.148119 -3.244110 0.0 0.0 0.0
H 3.984217 -0.493298 -2.637041 0.0 0.0 0.0
H 2.778132 -0.926056 -3.869317 0.0 0.0 0.0
H 0.904048 -2.469263 -3.287733 0.0 0.0 0.1
H -1.696308 -3.575893 -0.735854 0.0 0.0 0.0
H -1.052468 -4.021451 -2.319922 0.0 0.0 0.0
H -1.859913 -2.469055 -2.100388 0.0 0.0 0.0
H -0.314048 -2.422241 0.853217 0.0 0.0 0.0
O -2.038317 4.318104 -0.904812 0.0 0.1 0.1
C -1.075544 4.418802 0.034237 0.0 0.0 0.0
C -1.123753 5.529456 0.871602 0.0 0.0 0.0
C -0.180361 5.691628 1.863043 0.0 0.0 0.0
C 0.837881 4.753561 2.053577 0.0 0.0 0.0
C 0.883394 3.646437 1.245729 0.0 0.0 0.0
C -0.066457 3.456602 0.227214 -0.1 -0.1 -0.1
C -0.023453 2.234066 -0.550315 0.1 0.1 0.1
O 0.758646 1.249713 -0.109929 0.1 -0.2 0.1
N -0.697474 2.041081 -1.640012 -0.1 -0.1 0.0
N -0.493246 0.762231 -2.145658 0.1 0.1 0.3
C -1.084214 0.624271 -3.334737 -0.1 0.0 -0.3
S -0.957337 -0.804970 -4.275481 0.0 0.1 0.0
C -2.281374 -0.347095 -5.438644 0.0 0.0 0.1
C -2.223410 1.152989 -5.615655 0.0 0.0 0.0
S -1.987771 1.920934 -3.985869 0.1 -0.1 0.1
H -1.873333 3.549180 -1.464646 0.0 -0.1 -0.1
H -1.915048 6.250623 0.719525 0.0 0.0 0.0
H -0.232360 6.563310 2.502282 0.0 0.0 0.0
H 1.570630 4.883788 2.837447 0.0 0.0 0.0
H 1.652333 2.901148 1.394071 0.0 0.0 0.0
H -3.226001 -0.678697 -5.010485 0.0 0.0 0.0
H -2.093814 -0.879362 -6.369360 0.0 0.0 0.0
H -3.153306 1.540905 -6.028694 0.0 0.0 0.0
H -1.393865 1.460844 -6.251432 0.0 0.0 0.0
C 2.408507 3.833509 5.667539 0.0 0.0 0.0
C 2.934008 2.916689 4.767199 0.0 0.0 0.0
C 2.085191 2.035810 4.108902 0.0 0.0 0.0
C 0.710294 2.060423 4.337149 0.1 -0.1 -0.1
C 0.193912 2.983742 5.240192 0.0 0.0 0.0
C 1.040657 3.864061 5.902113 0.0 0.0 0.0
Sb -0.520175 0.674763 3.277187 -0.1 0.2 0.0
C -2.377950 1.690773 3.446475 0.0 0.0 -0.1
C -2.913669 2.285129 2.305249 0.0 0.0 0.0
C -4.102052 3.000573 2.368428 0.0 0.0 0.0
C -4.772460 3.114370 3.577929 0.0 0.0 0.0
C -4.256954 2.509607 4.716511 0.0 0.0 0.0
C -3.065387 1.799885 4.653604 0.0 0.0 0.0
C -0.790599 -0.709121 4.874502 0.0 0.0 0.0
C -1.882096 -1.577311 4.840656 0.0 0.0 0.0
C -2.047597 -2.535439 5.831290 0.0 0.0 0.0
C -1.116550 -2.641223 6.856769 0.0 0.0 0.0
C -0.026950 -1.784484 6.894126 0.0 0.0 0.0
C 0.136726 -0.818199 5.907606 -0.1 0.0 0.0
H 3.063648 4.519596 6.188046 0.0 0.0 0.0
H 4.000439 2.885686 4.582453 0.0 0.0 0.0
H 2.511594 1.329684 3.400746 0.0 0.0 0.0
H -0.871190 3.033579 5.427963 0.0 0.0 0.0
H 0.628015 4.576523 6.605339 0.0 0.0 0.0
H -2.398491 2.202487 1.352752 0.0 0.0 0.0
H -4.502202 3.467518 1.476842 0.0 0.0 0.0
H -5.700187 3.668457 3.634241 0.0 0.0 0.0
H -4.784887 2.589613 5.658218 0.0 0.0 0.0
H -2.679517 1.322355 5.547180 0.0 0.0 0.0
H -2.628498 -1.491250 4.056632 0.0 0.0 0.0
H -2.907449 -3.192928 5.809355 0.0 0.0 0.0
H -1.247678 -3.384669 7.631830 0.0 0.0 0.0
H 0.692170 -1.856888 7.700179 0.0 0.0 0.0
H 0.977719 -0.136066 5.964979 0.0 0.0 0.0

***

Record 3
56
Properties=species:S:1:pos:R:3:forces:R:3 method="wB97M-V/def2-TZVPD" lumo_energy_ev="-3.4 / -4.0" homo_ev="-8.324 / -10.812" multiplicity=4 charge=+1
Re 0.292948 0.695178 0.221722 0.4 0.8 1.5
O 2.402561 0.908532 0.748876 0.7 0.0 0.0
C 3.040343 2.248337 0.562214 0.9 -1.4 2.3
C 2.207752 2.873984 -0.446846 -1.6 -0.3 -3.1
C 2.636211 3.960816 -1.222334 -0.2 -0.4 -0.5
C 2.018560 4.292511 -2.445648 -1.1 -1.7 0.5
C 0.912893 3.477767 -2.844974 0.7 2.4 -0.3
C 0.539694 2.406492 -2.076405 -0.9 -0.5 0.5
N 1.119775 2.066744 -0.879493 1.6 3.6 -1.8
H 2.847893 0.306798 1.364723 0.1 0.4 -0.2
H 4.119438 2.173190 0.257554 -1.1 -0.4 -0.1
H 3.086849 2.721737 1.558384 -0.5 0.1 -0.4
H 3.535472 4.504522 -0.952434 -0.1 -0.1 0.3
H 2.403579 5.062784 -3.109081 -0.2 0.0 0.4
H 0.284482 3.852756 -3.695745 0.8 -1.0 0.7
H -0.340404 1.808940 -2.375610 0.7 0.3 0.3
C -2.560361 2.880167 2.686711 -0.3 1.2 1.0
C -2.402272 1.408580 2.400536 -0.4 0.1 0.9
O -3.310145 0.628402 3.216340 0.5 0.4 -1.0
P -2.786567 1.145965 0.693695 -0.4 0.4 -2.5
O -3.749823 2.406080 0.463501 0.5 -1.0 -0.1
O -3.628121 -0.182222 0.635678 0.3 0.6 0.0
O -1.678314 1.160019 -0.402891 -1.0 -0.5 2.2
P -0.700731 1.085551 2.798644 2.6 -0.7 0.1
O -0.433568 -0.422730 2.022261 -0.4 0.9 -0.5
O -0.508857 0.762606 4.211214 -0.3 0.5 0.5
O 0.247639 1.999643 1.990363 -1.6 -0.5 1.1
H -3.615898 3.122256 2.692779 -0.2 0.0 0.3
H -2.128687 3.560798 1.959989 0.4 -0.2 -0.1
H -2.125117 3.081840 3.676442 -0.2 0.1 -0.2
H -2.890770 0.505061 4.080953 0.1 -0.1 0.1
H -4.082758 2.457282 -0.432608 -0.3 0.2 -0.5
H -4.125776 -0.207240 1.475910 -0.1 -0.5 0.0
H 0.144231 -0.881353 2.641869 0.1 -0.7 0.1
C 1.715006 -2.308156 -2.518960 -0.3 -1.6 -1.3
C 1.147910 -1.948235 -1.132507 0.5 0.2 -0.3
C 2.411443 -1.995689 -0.229079 0.0 -0.6 -0.6
C 0.472185 -0.618510 -1.150149 0.0 -1.5 -2.4
C 0.094095 -3.010846 -0.765348 -0.6 -0.3 -0.7
C -1.320157 -2.897640 -1.093601 2.9 -0.3 0.9
C -2.154482 -3.956452 -0.859982 -1.7 -0.4 -0.9
C -1.677019 -5.126110 -0.293757 0.7 -0.7 1.5
C -0.360684 -5.183644 0.155554 0.1 -0.4 -0.9
C 0.554970 -4.211929 -0.258194 -1.1 -0.6 0.8
H 2.542830 -1.713126 -2.932585 -0.3 0.4 0.6
H 0.952132 -2.407344 -3.356251 0.6 0.2 1.2
H 2.152944 -3.323349 -2.385848 -0.3 0.4 -0.4
H 3.126026 -1.227003 -0.584819 -0.2 -0.7 0.0
H 2.815827 -3.041055 -0.344959 0.1 1.4 0.5
H 2.226843 -1.785518 0.823707 -0.2 -0.2 0.3
H 0.012308 -0.553425 -2.162011 -0.2 0.6 0.6
H -1.624778 -2.012438 -1.587745 -0.5 0.7 -0.2
H -3.222132 -3.913813 -1.194182 1.1 0.0 0.3
H -2.247794 -6.037608 -0.119381 -0.4 0.5 -0.1
H 0.035223 -6.050254 0.696836 -0.4 0.1 -0.4
H 1.575149 -4.549654 -0.183025 0.4 0.7 0.3

***

Max |F| for every record listed, in sequence, given in eV/Å: 2.82 0.62 4.34.
Energy relative to the best compared isomer or geometry (same formula, charge and spin) for every record listed, in sequence, given in kJ/mol: 54.4 212.8 156.1.